Formula: C16H24BrIN4NiO5P
Source: OMol25
Level of theory: ωB97M-V/def2-TZVPD

Atoms and positions in Å:
Ni: -0.23819 0.11343 -0.06508
O: 1.27078 -0.76698 1.31956
C: 1.53772 -2.18722 1.24513
C: 0.61619 -2.89343 2.21153
C: -0.83999 -2.46245 2.01172
C: -1.34359 -2.76085 0.62620
C: -1.69194 -4.06974 0.30088
C: -2.15621 -4.37310 -0.96260
C: -2.27979 -3.34682 -1.88771
C: -1.89946 -2.07672 -1.50882
N: -1.42791 -1.76775 -0.28651
H: 2.00674 -0.30646 0.89679
H: 2.57524 -2.37289 1.51636
H: 1.38975 -2.52004 0.21577
H: 0.90412 -2.66980 3.24143
H: 0.73192 -3.97029 2.06165
H: -0.91759 -1.40184 2.21012
H: -1.47514 -2.97351 2.73994
H: -1.58798 -4.84244 1.05557
H: -2.41750 -5.39175 -1.22580
H: -2.63819 -3.52513 -2.89371
H: -1.95852 -1.26419 -2.21699
Br: -3.10508 2.45503 -1.06713
C: -1.93364 1.74693 -2.39572
C: -2.14055 2.17643 -3.69055
C: -1.29312 1.68355 -4.67224
C: -0.29711 0.79396 -4.31725
C: -0.16713 0.43098 -2.98954
N: -0.97943 0.90377 -2.02415
C: 0.91145 -0.56202 -2.57926
O: 1.48791 -1.15729 -3.47083
O: 1.07575 -0.66852 -1.30377
H: -2.93434 2.87292 -3.91594
H: -1.42099 1.99582 -5.70199
H: 0.39164 0.35929 -5.02904
I: 0.94151 2.38814 0.40646
N: -0.48908 2.96091 3.46496
C: -1.78195 2.95508 2.69504
P: -2.28926 1.19886 2.61423
O: -1.95509 0.66959 3.95860
O: -1.78736 0.56000 1.33666
C: -4.10099 1.18108 2.21872
N: -4.28622 0.17023 1.10672
H: -0.55015 2.25873 4.21205
H: -0.25697 3.87202 3.84937
H: 0.26831 2.67544 2.80288
H: -1.61052 3.39591 1.71511
H: -2.52400 3.52337 3.25742
H: -4.42358 2.15637 1.85940
H: -4.69370 0.90176 3.08458
H: -4.87331 0.51105 0.35111
H: -4.66516 -0.70863 1.44680
H: -3.30733 0.00285 0.74606

Properties
⟨S²⟩ = 2.005
Spin multiplicity = 3
Charge = +1
HOMO level (alpha / beta) = -0.407 / -0.406 Eh
DFT total energy = -161653.9068 eV

***

Formula: C19H50N5O11Zn
Source: OMol25
Level of theory: ωB97M-V/def2-TZVPD

Atoms and positions in Å:
C: 4.09933 2.71606 -0.76484
N: 4.74084 2.80967 -2.10256
C: 3.68461 2.81227 -3.31765
C: 5.42291 4.21218 -2.00750
C: 5.84388 1.80758 -2.45511
C: 5.43841 0.37928 -2.56344
O: 4.75653 0.07849 -3.76616
H: 4.88277 2.54110 -0.02746
H: 3.48402 1.81724 -0.80490
H: 3.47120 3.60103 -0.66296
H: 2.96768 2.01830 -3.10852
H: 4.10825 2.59872 -4.29899
H: 3.20522 3.79058 -3.28299
H: 5.99858 4.39040 -2.91577
H: 6.19443 4.19896 -1.23764
H: 4.71236 5.03788 -1.96954
H: 6.53940 1.83295 -1.61623
H: 6.32232 2.15407 -3.37116
H: 4.97345 -0.00439 -1.65530
H: 6.34204 -0.22598 -2.49126
H: 4.33668 -0.75573 -3.54392
Zn: 2.36215 -1.19612 0.28111
O: 0.73078 -1.40858 1.65329
C: -0.36766 -0.71840 1.04754
C: -0.16131 -0.09495 -0.41605
O: 1.12371 -0.02250 -1.01177
H: -0.41123 0.13261 1.72723
H: -1.31689 -1.24657 1.13755
H: -0.65461 0.87668 -0.44232
H: -0.75501 -0.80321 -0.99397
C: 0.44290 -4.67121 3.68182
C: -0.77097 -4.62901 2.82051
O: -1.31174 -3.30098 2.90690
O: 1.52316 -3.89176 3.21183
H: 0.69504 -5.72446 3.80512
H: 0.06071 -4.28244 4.62569
H: -1.53290 -5.34711 3.12366
H: -0.57403 -4.90232 1.78387
H: -0.74767 -2.73195 2.37810
H: 1.20089 -3.05479 2.86945
C: -0.40136 1.16836 4.90561
C: -0.35325 -0.34156 5.12575
O: 0.90506 -0.84800 4.63660
O: 0.27194 1.91804 5.91009
H: -1.44398 1.47502 4.98932
H: -0.26335 1.61448 3.92071
H: -1.28096 -0.74007 4.71506
H: -0.35532 -0.49615 6.20473
H: 0.87355 -0.79379 3.67865
H: 1.20478 2.01378 5.70455
O: -3.87127 0.69606 0.94155
C: -4.43000 0.24295 1.92007
N: -5.70492 -0.01503 1.91527
C: -3.75782 0.00963 3.25388
H: -6.12686 -0.59923 2.62293
H: -6.14054 0.00979 1.00438
H: -2.76413 0.43552 3.39285
H: -3.65486 -1.05273 3.47501
H: -4.44396 0.62263 3.83830
O: -0.69826 3.44308 -4.14940
C: -0.38713 2.80397 -3.14864
N: 0.49193 1.88886 -3.36143
C: -0.78984 3.12671 -1.78754
H: 0.95168 2.19652 -4.20646
H: 0.80941 1.30050 -2.60437
H: -1.66833 2.51171 -1.59225
H: -1.13526 4.15765 -1.71046
H: -0.00839 3.06739 -1.02997
O: -5.01853 -4.01477 1.52892
C: -4.32766 -3.47070 0.68338
N: -3.07839 -3.23476 0.88361
C: -4.67403 -3.28989 -0.78806
H: -2.65885 -2.43156 0.43757
H: -2.69579 -3.26351 1.81790
H: -5.76072 -3.20502 -0.79176
H: -4.30745 -4.23456 -1.18972
H: -4.21017 -2.56159 -1.45327
O: -3.15076 -1.68210 -4.17605
C: -2.40975 -0.70912 -4.07893
N: -1.06365 -0.78450 -3.98194
C: -2.98353 0.72240 -4.07720
H: -0.43555 -0.07625 -3.62984
H: -0.67945 -1.69793 -3.78664
H: -4.04019 0.78692 -4.33684
H: -2.50587 1.40500 -4.78005
H: -2.88812 1.13214 -3.07166

Properties
Charge = +1
HOMO level = -0.400 Eh
DFT total energy = -98893.3445 eV

***

Formula: CH11N3O3
Source: OMol25
Level of theory: ωB97M-V/def2-TZVPD

Atoms and positions in Å:
N: -0.76334 -1.87335 0.28525
C: -1.28868 -1.32351 -0.71830
N: -0.60114 -0.54864 -1.59125
N: -2.64526 -1.44017 -1.06989
H: 0.14753 -2.32139 -0.00644
H: -0.92720 0.11285 -2.18671
H: 0.17254 -0.42091 -1.14180
H: -2.82291 -2.30808 -0.46385
H: -3.20124 -1.42414 -1.94879
O: 0.49887 1.75684 4.67002
H: 1.20387 1.14818 5.06704
H: 0.89308 2.09305 3.90245
O: 2.49053 1.89631 -3.24343
H: 3.29862 1.47458 -3.26347
H: 2.68912 2.83997 -3.41246
O: 0.15661 0.53331 1.74966
H: 0.97405 0.10858 1.99329
H: -0.27505 -0.30347 1.37868

Properties
SMILES string = N=C(N)N.O.O.O
Charge = 0
HOMO level = -0.333 Eh
DFT total energy = -11826.6264 eV

***

Formula: C43H104Br2FNO24PS
Source: OMol25
Level of theory: ωB97M-V/def2-TZVPD

Atoms and positions in Å:
C: -3.67023 -3.09841 -1.84744
C: -2.70188 -2.82525 -2.81819
C: -1.40579 -3.68377 -2.96371
O: -0.97378 -4.34470 -2.04937
O: -0.70697 -3.72790 -4.20351
C: 0.09427 -2.49761 -4.24066
C: 1.64118 -2.83433 -4.22248
C: 2.18242 -2.51508 -2.77793
C: 2.22138 -0.94692 -2.46306
C: 3.09203 -0.74307 -1.17834
C: 2.71830 0.29777 -0.08043
C: 1.56575 1.34103 -0.26939
C: 1.53264 2.05168 -1.70817
C: 3.00964 2.32025 -2.23900
O: 3.24943 2.18259 -3.39449
F: 4.04287 2.69646 -1.40536
O: 2.01871 2.47853 0.56108
C: 0.96422 3.29411 1.06018
C: 1.65494 4.29455 2.10769
C: 0.85720 5.64536 2.25240
C: 0.87409 6.54537 0.94330
Br: 1.59929 6.78343 3.71650
C: -0.17929 2.55640 1.86314
N: 0.04410 1.06707 1.67075
C: -0.95899 0.36063 2.51950
C: -0.19000 -0.66342 3.47389
O: 0.56392 -0.24101 4.36623
C: -0.28831 -2.22677 3.30676
C: -1.55311 -2.76852 2.77395
C: -1.75060 -4.21594 2.53059
C: -0.65417 -5.15017 2.82494
C: 0.62348 -4.61424 3.37574
C: 0.83352 -3.17583 3.61371
C: 0.10290 0.80882 0.20478
Br: -0.03852 -1.18651 0.02296
P: -1.34117 1.43512 -0.82471
O: -1.31287 0.53764 -2.26638
O: -1.38762 3.08102 -1.09882
S: -3.08993 1.01744 -0.06595
H: -4.27613 -4.04390 -1.89254
H: -3.79908 -2.36093 -1.01206
H: -2.82621 -1.95258 -3.52420
H: -0.24354 -1.87850 -3.36526
H: -0.12615 -1.88567 -5.17320
H: 2.24422 -2.21733 -4.94574
H: 1.77985 -3.93761 -4.42071
H: 1.53311 -2.98008 -1.96982
H: 3.21796 -2.92276 -2.64186
H: 1.15390 -0.61751 -2.43331
H: 2.76861 -0.48831 -3.34136
H: 4.15018 -0.54088 -1.53120
H: 3.18039 -1.75773 -0.67641
H: 2.49785 -0.25984 0.88800
H: 3.65874 0.87337 0.17835
H: 1.06075 1.43395 -2.50713
H: 1.09937 3.09355 -1.65102
H: 0.59087 3.99772 0.25313
H: 1.88651 3.80102 3.08747
H: 2.64723 4.56102 1.63025
H: -0.22055 5.41088 2.49629
H: 1.62526 6.18701 0.17728
H: -0.13674 6.41631 0.44274
H: 1.01093 7.63853 1.14673
H: -0.03041 2.76613 2.96486
H: -1.22677 2.87394 1.62670
H: 0.97034 0.78290 2.05457
H: -1.42943 1.10004 3.23297
H: -1.78969 -0.20168 2.05028
H: -2.42540 -2.10911 2.51444
H: -2.71813 -4.55949 2.09989
H: -0.80759 -6.24025 2.61733
H: 1.41047 -5.38122 3.59608
H: 1.80482 -2.78881 3.99950
H: -1.21865 1.20438 -2.98218
H: -1.40163 3.24493 -2.06574
C: 6.10828 -2.87584 -4.78900
O: 5.14829 -2.04898 -4.13265
H: 6.49804 -3.59734 -4.07264
H: 5.63155 -3.40850 -5.61574
H: 6.92817 -2.26355 -5.16522
H: 4.82041 -1.42124 -4.78726
C: -1.11852 -1.75906 7.10362
O: -0.91881 -3.13117 6.84801
H: -1.84941 -1.64965 7.90342
H: -0.17513 -1.30172 7.41456
H: -1.48330 -1.27461 6.19270
H: -0.27177 -3.16805 6.14047
C: -0.47329 -1.86716 -8.72156
O: -0.38827 -1.97113 -7.30350
H: 0.45112 -1.42709 -9.09401
H: -0.60246 -2.86223 -9.15528
H: -1.31441 -1.22810 -8.99746
H: -1.21651 -2.36257 -6.99909
C: -5.70299 3.41671 2.14971
O: -5.54678 2.02586 1.89360
H: -6.42188 3.54733 2.95718
H: -4.74325 3.84751 2.44670
H: -6.07224 3.91780 1.25247
H: -4.90750 1.94434 1.17606
C: 3.75601 -1.65463 -9.47825
O: 3.83434 -1.75686 -8.05944
H: 4.68073 -1.21639 -9.84941
H: 3.62788 -2.64934 -9.91213
H: 2.91549 -1.01322 -9.75649
H: 3.00704 -2.14696 -7.75466
C: 3.10467 6.38700 7.15766
O: 2.49196 7.61350 6.77738
H: 3.69591 6.01843 6.32071
H: 3.75907 6.54950 8.01732
H: 2.33747 5.65023 7.40939
H: 1.97576 7.91985 7.53118
C: 0.06146 -5.37237 -7.21995
O: 0.95616 -4.89965 -8.21717
H: 0.12716 -6.45868 -7.17480
H: 0.33639 -4.95423 -6.24899
H: -0.96330 -5.08251 -7.47457
H: 0.87504 -3.94013 -8.23298
C: -3.86674 6.51801 2.89848
O: -5.02438 6.57213 2.07553
H: -3.09510 5.94541 2.38233
H: -3.50002 7.53087 3.08721
H: -4.10584 6.02831 3.84555
H: -5.68964 7.08270 2.55395
C: 3.98282 -4.05766 1.77635
O: 4.07000 -4.55399 3.10649
H: 3.10445 -3.41719 1.69715
H: 4.87804 -3.47606 1.54097
H: 3.88581 -4.89243 1.07797
H: 4.85220 -5.11576 3.14822
C: -2.95428 -6.44303 5.28688
O: -3.69762 -6.32987 4.07652
H: -2.93801 -5.47330 5.78218
H: -3.42609 -7.17584 5.94536
H: -1.92968 -6.75083 5.06282
H: -3.69643 -7.19897 3.65926
C: 1.36915 10.97648 1.82190
O: 2.40872 10.01777 1.66968
H: 1.41726 11.67740 0.99019
H: 0.39671 10.47594 1.81544
H: 1.50018 11.52120 2.76002
H: 2.34754 9.40920 2.41442
C: -3.08105 -7.85902 -6.38935
O: -3.46265 -6.71444 -5.63412
H: -3.95353 -8.49538 -6.52682
H: -2.70396 -7.54725 -7.36690
H: -2.30978 -8.41521 -5.85057
H: -2.67543 -6.16842 -5.52565
C: 3.24024 -0.31360 6.45309
O: 3.45149 0.51213 7.59049
H: 2.40941 0.08980 5.87829
H: 4.13951 -0.32351 5.83033
H: 2.99719 -1.33048 6.77386
H: 4.18950 0.13726 8.08397
C: 9.16183 -2.01139 -7.25969
O: 9.25095 -2.50326 -5.92758
H: 8.30767 -1.33889 -7.32677
H: 10.07233 -1.46411 -7.51558
H: 9.02121 -2.84305 -7.95457
H: 10.01130 -3.09423 -5.89249
C: -5.26587 -9.55859 7.01316
O: -4.19398 -10.47720 6.84301
H: -5.24376 -8.84059 6.19437
H: -6.21841 -10.09397 6.99764
H: -5.15027 -9.02862 7.96208
H: -4.23260 -11.10126 7.57613
C: -4.49892 9.43365 0.12429
O: -3.47444 8.46746 -0.04902
H: -4.45737 10.14528 -0.69872
H: -5.47409 8.93960 0.12466
H: -4.34727 9.96425 1.06821
H: -3.53724 7.85207 0.69413
C: -8.90411 6.99079 1.94990
O: -8.81418 6.89192 3.36607
H: -7.98223 7.43154 1.57193
H: -9.03239 5.99459 1.51915
H: -9.74769 7.62841 1.67537
H: -9.63730 6.50077 3.67907

Properties
Charge = +1
HOMO level = -0.396 Eh
DFT total energy = -259813.7507 eV